Entry 1:
C5H9N2O as an isolated structure at a distorted geometry, computed with ωB97M-V/def2-TZVPD.

```
17
Properties=species:S:1:pos:R:3:forces:R:3
C -0.75255 -1.13585 0.29624 -3.79 -0.07 -1.69
C 1.38471 -1.71237 -0.10827 4.00 0.00 -1.03
C -0.55423 0.30051 0.22145 2.72 0.72 -2.11
C -1.48673 1.13295 -0.54298 -2.33 -1.67 1.46
C 0.23273 1.02030 1.20374 1.59 2.39 -0.07
N 0.19719 -1.92072 0.29471 -0.33 -2.69 1.31
N 1.59746 -0.75755 -0.99995 -1.41 -0.53 1.28
O 0.53789 0.04565 -1.22983 0.09 0.75 0.45
H -1.74874 -1.55224 -0.05649 0.83 0.47 1.22
H 2.23160 -2.38842 0.08656 -0.54 0.39 0.19
H -0.91141 1.74024 -1.16880 0.37 0.89 -1.35
H -2.08199 1.73534 0.13046 0.14 0.49 0.40
H -2.24577 0.45947 -0.94720 0.26 0.42 -1.02
H 1.21718 0.69547 1.54593 -0.20 -0.70 -0.31
H -0.38129 1.06570 2.06701 -0.70 0.16 1.17
H 0.39706 2.10019 0.86834 -0.39 -1.43 0.35
H 2.36686 -0.82870 -1.66093 -0.31 0.42 -0.26
```
Positions in Å, forces in eV/Å.

Output
Maximum force, eV Å⁻¹: 4.15
Gap between HOMO and LUMO (alpha / beta), eV: 8.8 / 8.8
Relative energy (zero: lowest compared OMol25 entry of this formula, charge and spin), kcal per mole: 111.68
E_LUMO (alpha / beta), eV: -5.63 / -5.63
Spin multiplicity: 1
Charge: +1



Entry 2:
C5H9N2O2 as an isolated structure at a distorted geometry, computed with ωB97M-V/def2-TZVPD.

```
18
Properties=species:S:1:pos:R:3:forces:R:3
C 1.52281 -0.83171 -0.92063 -3.01 3.09 4.84
C 0.96654 0.24408 0.63062 -1.20 -1.39 -3.54
C -0.55218 0.35242 0.20389 2.43 -0.21 2.47
C -0.96359 1.82276 0.28170 -2.03 1.12 0.36
C -1.45072 -0.67185 0.82594 -1.32 -2.46 -1.63
N 2.45655 -1.64163 -0.81453 0.34 -1.50 -2.11
N 0.38645 -0.86472 -1.60785 0.85 1.33 2.21
O 3.55707 -1.99827 -0.65134 1.37 -0.29 0.78
O -0.54772 0.05934 -1.16017 0.02 -0.83 -4.66
H 1.29889 -0.15852 1.54960 0.03 -0.91 0.75
H 1.39044 1.17933 0.45505 1.13 1.39 -0.36
H -2.02206 1.92012 -0.10032 1.03 -0.11 0.47
H -0.38206 2.53872 -0.28761 0.49 -0.54 -0.69
H -0.93392 2.34954 1.26961 -0.16 -1.33 -0.28
H -1.23273 -1.74960 0.46904 0.08 1.71 -0.01
H -2.52916 -0.55877 0.57799 0.76 0.37 0.07
H -1.38173 -0.84219 1.84747 0.27 0.56 2.16
H 0.41714 -1.14906 -2.56846 -1.08 0.00 -0.81
```
Positions in Å, forces in eV/Å.

Output
Maximum force, eV Å⁻¹: 6.48
Gap between HOMO and LUMO (alpha / beta), eV: 9.8 / 8.0
⟨S²⟩: 2.05
Relative energy (zero: lowest compared OMol25 entry of this formula, charge and spin), kcal per mole: 93.31
E_LUMO (alpha / beta), eV: -3.97 / -7.28
Spin multiplicity: 3
Charge: +1



Entry 3:
A 2-piece molecular cluster, C5H9N2O2S overall at a distorted geometry, computed with ωB97M-V/def2-TZVPD.

```
19
Properties=species:S:1:pos:R:3:forces:R:3
C -2.39889 -2.40653 -1.32037 2.72 2.12 -3.76
C 1.69525 0.93979 -0.57764 -2.51 1.20 -0.44
C 1.85889 0.99512 0.96290 3.25 1.68 -0.12
C 0.37009 0.12266 -0.77706 1.89 -1.07 -1.80
C 0.52468 0.56541 1.47500 -0.60 1.06 -2.44
N 0.28703 -0.56333 0.48708 -1.29 1.93 1.53
N -1.00630 -1.01088 0.76404 -1.60 -3.31 0.67
O -3.09024 -3.08549 -0.73925 -1.86 -1.69 2.35
O -1.79017 -1.85889 -2.17690 -0.66 -0.43 1.54
S -2.31098 -0.00424 0.90505 -0.87 -0.10 -2.17
H 1.48991 2.00274 -0.99450 1.06 -1.77 0.27
H 2.44485 0.31591 -1.02795 0.76 0.58 -0.50
H 2.75991 0.26224 1.20396 -1.98 1.46 0.08
H 2.20545 2.09634 1.17998 -0.56 -2.04 0.24
H -0.53992 0.64188 -0.98928 -0.56 1.12 0.16
H 0.45164 -0.55553 -1.72179 0.09 0.57 1.85
H 0.38519 0.32571 2.49820 0.29 -0.93 0.84
H -0.31597 1.37264 1.28730 1.72 -1.12 0.10
H -3.02044 -0.15555 -0.43877 0.70 0.71 1.60
```
Positions in Å, forces in eV/Å.

Output
Maximum force, eV Å⁻¹: 5.10
Gap between HOMO and LUMO, eV: 6.0
Relative energy (zero: lowest compared OMol25 entry of this formula, charge and spin), kcal per mole: 82.07
E_LUMO, eV: 3.58
Spin multiplicity: 1
Charge: -1



Entry 4:
C5H9N2O3P as an isolated structure at a distorted geometry, computed with ωB97M-V/def2-TZVPD.

```
20
Properties=species:S:1:pos:R:3:forces:R:3
C 3.31094 0.02371 0.11698 0.01 0.37 0.38
C 1.60467 -1.48548 -1.01853 2.79 1.23 -0.41
C 2.17021 -0.81297 0.40726 -1.56 -2.00 -0.80
C -2.52712 -0.73824 0.12966 0.51 -3.05 2.23
C 0.09032 2.65988 -0.11028 2.37 -0.12 0.14
N 4.19544 0.70539 -0.14222 0.21 0.06 -0.08
N 0.24912 -1.20844 -1.34709 -1.14 2.27 2.55
O 1.03313 -0.09212 0.89660 -0.41 -0.10 -0.03
O -1.51375 0.25593 0.15059 1.62 0.02 -0.19
O 0.35237 1.48141 -0.89131 0.36 -0.31 -0.68
P -0.01766 0.04392 -0.37112 -0.12 -1.35 -0.73
H 2.25561 -1.05543 -1.81705 -0.07 -0.60 0.52
H 1.87293 -2.49107 -0.83106 -0.24 -1.44 -0.51
H 2.43595 -1.70209 1.07374 -0.37 1.62 -0.53
H -2.85272 -0.98112 1.24051 0.68 0.59 -2.21
H -2.19449 -1.75625 -0.34638 -0.45 2.16 0.68
H -3.32723 -0.28686 -0.38182 -1.14 0.17 -0.69
H -0.64907 3.14000 -0.65856 -1.37 1.34 -0.62
H 1.03311 3.32657 -0.01939 -1.52 -1.40 -0.09
H -0.28358 2.29550 0.81816 -0.15 0.54 1.05
```
Positions in Å, forces in eV/Å.

Output
Maximum force, eV Å⁻¹: 3.82
Gap between HOMO and LUMO, eV: 9.8
Relative energy (zero: lowest compared OMol25 entry of this formula, charge and spin), kcal per mole: 59.24
E_LUMO, eV: 0.70
Spin multiplicity: 1
Charge: 0



Entry 5:
An isolated ion of composition C5H9N2OS and charge +1 at a distorted geometry, computed with ωB97M-V/def2-TZVPD.

```
18
Properties=species:S:1:pos:R:3:forces:R:3
C 0.14641 1.19678 1.44369 -0.05 0.41 1.33
C 0.98372 -0.48550 0.11661 -1.73 1.16 -0.48
C -0.52631 1.70746 0.23283 -2.64 -2.53 0.80
C 0.44411 1.62563 -0.84581 0.62 0.89 -3.26
C -0.96297 -2.11568 0.44554 -0.30 -1.40 -4.56
N 0.74208 0.08540 1.31983 1.59 -1.00 0.39
N 0.92071 0.28340 -0.97043 2.26 -2.42 1.68
O 0.89739 -2.60746 -1.40391 -0.04 0.17 1.52
S 0.85378 -2.31184 0.06158 -0.25 0.75 -1.50
H 0.15178 1.68068 2.46384 -0.10 -0.42 -1.26
H -1.31230 0.81858 0.03237 0.95 2.40 0.34
H -0.94931 2.66552 0.39856 -0.68 0.71 -0.24
H -0.03361 1.59764 -1.89593 0.39 1.67 1.59
H 1.27573 2.36492 -0.68372 -0.58 -0.60 -0.71
H -1.23786 -3.19289 0.27138 -0.04 0.94 0.35
H -1.42440 -1.55861 -0.48878 1.01 -0.97 1.88
H -1.35065 -1.77855 1.34734 -0.07 0.68 1.84
H 1.38168 0.02451 -1.84499 -0.35 -0.44 0.30
```
Positions in Å, forces in eV/Å.

Output
Maximum force, eV Å⁻¹: 4.78
Gap between HOMO and LUMO, eV: 8.5
Relative energy (zero: lowest compared OMol25 entry of this formula, charge and spin), kcal per mole: 78.82
E_LUMO, eV: -5.59
Spin multiplicity: 1
Charge: +1



Entry 6:
One molecule with the formula C5H9N2P at a distorted geometry, computed with ωB97M-V/def2-TZVPD.

```
17
Properties=species:S:1:pos:R:3:forces:R:3
C -1.04708 -0.14580 2.07611 0.74 -3.37 -0.01
P -1.10666 -0.91645 0.29764 0.75 -0.46 1.95
C 0.23948 -2.20454 0.62008 -0.10 -0.14 0.26
C -0.03516 0.25144 -0.61865 -1.38 0.01 0.55
N 1.22423 0.29325 -0.82907 2.94 -1.90 0.86
C 1.49838 1.33041 -1.63526 0.41 1.29 -0.53
C 0.37749 2.00087 -1.90327 -2.19 -0.98 0.51
N -0.62847 1.29138 -1.23203 -0.47 1.15 -1.20
H -1.68890 -0.81166 2.69476 -0.11 0.39 -0.52
H -1.44722 0.82193 2.13829 -0.09 1.43 0.10
H -0.05332 -0.37301 2.57205 -0.81 1.12 -0.88
H 0.92483 -1.79488 1.39167 -0.21 -0.36 -0.74
H 0.70978 -2.26306 -0.33886 0.88 0.26 -0.53
H 0.06715 -3.28755 0.81576 -0.84 0.98 0.32
H 2.41021 1.72791 -2.04986 0.66 -0.86 0.41
H 0.18202 2.72908 -2.62579 -0.38 1.17 -0.57
H -1.62676 1.35067 -1.37356 0.20 0.26 0.02
```
Positions in Å, forces in eV/Å.

Output
SMILES: CP(C)c1ncc[nH]1
Maximum force, eV Å⁻¹: 3.60
Gap between HOMO and LUMO, eV: 9.7
Relative energy (zero: lowest compared OMol25 entry of this formula, charge and spin), kcal per mole: 0.00
E_LUMO, eV: 1.05
Spin multiplicity: 1
Charge: 0



Entry 7:
A 2-piece molecular cluster, C5H9N2S overall at a distorted geometry, computed with ωB97M-V/def2-TZVPD.

```
17
Properties=species:S:1:pos:R:3:forces:R:3
C -4.14555 1.52829 -0.09498 5.19 -6.69 -0.25
C -2.69645 -0.49197 -0.37673 0.84 -3.41 -1.07
C 1.40997 -0.33631 -1.08461 -0.60 -0.09 -1.43
C 2.82294 -0.68474 -0.72414 -0.73 3.34 -4.39
C 1.67043 0.40350 1.67492 0.35 0.73 -0.68
N -3.39934 0.62306 -0.21320 -4.30 6.28 1.57
N -1.55410 -0.66886 0.11072 1.21 -1.62 -0.31
S 2.18588 0.85534 -0.02219 0.54 -0.15 1.34
H -4.57369 2.37632 -0.38884 -2.10 3.44 -0.59
H -3.28404 -1.19361 -0.96637 0.16 -0.15 -0.19
H 1.40115 0.18511 -2.09766 -0.15 -0.58 1.20
H 3.03113 -1.52096 -0.22643 0.68 -2.85 2.85
H 3.54693 -0.49974 -1.55952 -0.27 0.03 1.12
H 1.56388 1.26640 2.27580 -0.19 1.48 0.22
H 0.74796 -0.09833 1.71450 -1.07 -0.87 -0.45
H 2.42051 -0.11257 2.19764 1.14 -1.13 0.22
H -1.14761 -1.63093 -0.21891 -0.70 2.25 0.82
```
Positions in Å, forces in eV/Å.

Output
Maximum force, eV Å⁻¹: 8.47
Gap between HOMO and LUMO, eV: 4.3
Relative energy (zero: lowest compared OMol25 entry of this formula, charge and spin), kcal per mole: 169.70
E_LUMO, eV: -6.29
Spin multiplicity: 1
Charge: +1



Entry 8:
An isolated ion of composition C5H9N2S and charge +1 at a distorted geometry, computed with ωB97M-V/def2-TZVPD.

```
17
Properties=species:S:1:pos:R:3:forces:R:3
C 0.65425 1.01737 1.30726 2.50 1.03 -4.28
C 0.28394 0.27607 -0.05885 -3.20 0.09 2.22
C 0.42256 1.16374 -1.25735 0.34 -2.56 -0.16
N 0.81220 -1.06248 -0.11047 0.37 -1.96 -1.11
C -0.11923 -2.00654 -0.07686 0.50 2.83 1.44
N -1.33972 -1.55587 0.18127 -0.82 -0.31 -0.13
C -1.31300 -0.19781 0.04239 -0.25 4.15 -0.48
S -2.57873 0.84074 -0.13622 1.31 -1.56 0.52
H 1.56980 1.68228 1.08355 -1.11 -1.20 0.40
H 0.89296 0.34820 2.04381 0.36 -1.59 2.00
H -0.07771 1.70731 1.55302 -1.76 1.01 0.58
H 1.31436 1.69934 -1.23431 1.70 0.69 -0.36
H -0.35339 1.81773 -1.18870 -2.15 2.22 0.37
H 0.19909 0.62505 -2.16805 0.53 -0.20 -0.39
H 1.78617 -1.31026 -0.33451 -0.67 0.25 0.24
H 0.08828 -2.99230 -0.03612 0.84 -3.18 -0.29
H -2.24184 -2.05256 0.39013 1.50 0.28 -0.57
```
Positions in Å, forces in eV/Å.

Output
SMILES: CC1(C)[NH+]=CNC1=S
Maximum force, eV Å⁻¹: 5.07
Gap between HOMO and LUMO, eV: 8.1
Relative energy (zero: lowest compared OMol25 entry of this formula, charge and spin), kcal per mole: 20.60
E_LUMO, eV: -5.08
Spin multiplicity: 1
Charge: +1